(1)
A molecular structure, C29H28ClF3IIrN2O8P, computed with ωB97M-V/def2-TZVPD.

The geometry in XYZ format:
```
74
Properties=species:S:1:pos:R:3
Ir 0.20698 -0.03968 -0.96930
O 2.82038 -2.13255 -3.76178
C 2.16218 -1.69483 -2.83321
O 1.29564 -0.78987 -2.87259
C 2.37451 -2.34162 -1.44934
C 3.26271 -3.40073 -1.31474
C 3.40181 -3.99044 -0.07222
C 2.64713 -3.50074 0.98364
C 1.79148 -2.43644 0.75373
N 1.65934 -1.87918 -0.43675
H 3.81059 -3.72258 -2.18698
H 4.07904 -4.81973 0.06946
H 2.72031 -3.93238 1.96940
H 1.19110 -2.02587 1.54765
Cl -3.65887 0.60851 -7.04135
C -3.06046 0.13013 -5.50277
C -3.61474 -0.97011 -4.87690
C -3.14391 -1.38221 -3.64542
I -3.93821 -3.04761 -2.67420
C -2.08399 -0.73493 -2.96850
O -1.63485 -1.15772 -1.87461
C -1.53509 0.43232 -3.63258
N -0.56275 1.08047 -2.98755
C 0.03307 2.10700 -3.53929
C -0.34605 2.59628 -4.79641
C -1.37009 1.98004 -5.47148
C -2.00101 0.85740 -4.90238
H -4.41246 -1.51479 -5.35950
H 0.83732 2.55244 -2.97447
H 0.16963 3.44514 -5.21702
H -1.69547 2.33089 -6.44096
F -0.49478 3.16659 -0.79003
C -0.93150 1.97412 -0.31304
F -2.25571 1.93312 -0.64343
F -0.91932 2.11882 1.04891
C -0.14406 0.74380 4.30635
C 0.24788 -0.45345 3.45373
O -0.86187 -0.95319 2.71589
P -1.18019 -0.86009 1.11194
O -2.72322 -0.43329 1.20490
C -3.27180 0.53343 2.09722
C -3.89199 -0.16375 3.29931
O -1.34557 -2.38912 0.70031
C -2.16943 -3.30997 1.42002
C -1.30423 -4.28389 2.20428
H 0.73424 1.10726 4.83373
H -0.90701 0.47716 5.03313
H -0.52944 1.53584 3.67108
H 0.57906 -1.28221 4.09270
H 1.05358 -0.17224 2.77608
H -4.02257 1.07589 1.51804
H -2.50934 1.23527 2.43762
H -4.68502 -0.83301 2.97869
H -4.30494 0.56787 3.99099
H -3.12325 -0.73829 3.80851
H -2.76478 -3.83929 0.67069
H -2.84039 -2.76654 2.08970
H -0.63400 -4.81076 1.53019
H -1.93428 -5.00843 2.71455
H -0.70854 -3.74537 2.93833
O 1.95233 1.64502 -1.04245
C 2.10152 1.65703 0.19900
O 1.54388 0.78223 0.91406
C 2.89647 2.72749 0.85610
C 4.01282 3.28163 0.24111
C 4.72760 4.27246 0.89313
C 4.31385 4.73132 2.13478
C 3.17850 4.20180 2.72867
C 2.47520 3.19397 2.09642
H 4.31487 2.92956 -0.73504
H 5.60952 4.69534 0.43084
H 4.87992 5.50060 2.63949
H 2.84530 4.57824 3.68414
H 1.58540 2.77039 2.53780
```

Summary:
DFT total energy ... -3336.49316 hartree
Max |F| ... 4.198 eV Å⁻¹
Kohn-Sham gap (spin up / spin down) ... 5.065 / 5.489 eV
2S+1 ... 2
Energy relative to the best compared isomer or geometry (same formula, charge and spin) ... 4.764 eV

From a Mulliken analysis of the wavefunction, the atomic charges in e read: 5.371, -0.746, 0.035, -0.656, 0.556, -0.722, -0.399, -1.283, -0.252, -0.059, 0.568, 0.437, 0.505, 0.581, -0.283, 0.704, -0.536, -0.244, 0.007, 0.177, -0.721, 0.186, 0.034, -0.428, -1.162, -0.698, -0.247, 0.429, 0.573, 0.433, 0.435, -0.245, -0.285, -0.265, -0.114, -1.388, 0.102, 0.095, -1.864, 0.045, 0.054, -1.284, 0.346, -0.104, -1.132, 0.443, 0.356, 0.168, 0.350, 0.165, 0.474, 0.041, 0.334, 0.415, 0.221, 0.365, 0.173, 0.295, 0.454, 0.166, -0.749, 0.337, -0.435, 0.101, -0.249, -0.676, -0.416, -0.694, -0.277, 0.494, 0.403, 0.388, 0.412, 0.383


(2)
A molecular structure, C16H35NO6PS2Zr, computed with ωB97M-V/def2-TZVPD.

The geometry in XYZ format:
```
62
Properties=species:S:1:pos:R:3
Zr -1.56648 -1.08756 -0.05613
C 1.11578 2.96348 -3.86734
C 0.65647 2.77710 -2.39370
C -0.80326 3.03628 -2.15031
C 1.48633 3.47038 -1.27238
O 0.86802 1.22434 -2.12043
P 0.73212 0.30100 -0.91899
O 0.44053 -1.23126 -1.16827
O -0.54947 0.74056 -0.06514
O 2.03071 0.51980 -0.06619
C 3.40652 -0.01161 -0.28353
C 3.72776 0.06975 -1.77022
C 3.41991 -1.40774 0.27677
C 4.23570 0.96455 0.53643
H 0.75124 3.90606 -4.30707
H 0.67335 2.11069 -4.33022
H 2.21598 2.85869 -3.80390
H -1.01999 4.09095 -2.41559
H -1.02299 2.82522 -1.12449
H -1.43335 2.46753 -2.86830
H 1.27265 4.58230 -1.48458
H 2.55326 3.37741 -1.50733
H 1.27200 3.22745 -0.21941
H 3.08863 -0.65207 -2.32446
H 4.77696 -0.19706 -1.91764
H 3.60699 1.05765 -2.18350
H 2.61313 -1.99752 -0.16781
H 3.29592 -1.36752 1.36190
H 4.38882 -1.84637 0.04804
H 3.99991 1.99396 0.34709
H 5.30581 0.77524 0.41985
H 4.00818 0.69893 1.60520
C -4.25619 1.73111 0.36624
C -4.42473 0.45808 -0.37909
N -5.66975 0.07925 -0.64435
O -3.42421 -0.20330 -0.79376
H -3.22698 1.91290 0.66269
H -4.98179 1.84219 1.18932
H -4.58793 2.58134 -0.26033
H -6.51666 0.65903 -0.46659
H -5.82175 -0.61828 -1.44007
C -1.20189 -2.46986 3.77185
C -0.75785 -1.41368 2.79498
C 0.22006 -0.50100 3.50899
C -1.80070 -0.71768 2.03490
H -0.37928 -2.97853 4.29139
H -1.69542 -3.22132 3.13740
H -1.93495 -2.11949 4.49257
H -0.08505 -1.98858 2.15065
H -0.11022 -0.08147 4.47837
H 0.41235 0.35087 2.88842
H 1.11396 -1.01689 3.70434
H -1.71584 0.39739 2.18207
H -2.80713 -1.14746 2.13294
C 0.28364 -3.91984 -0.40562
O -0.82384 -3.13224 0.08373
C -1.95698 -3.92492 0.60675
S -1.63660 -5.32374 1.34245
S -3.44699 -3.11106 0.31667
H 0.98651 -3.25228 -0.92072
H -0.03642 -4.71318 -1.10083
H 0.73551 -4.39799 0.46631
```

Summary:
DFT total energy ... -2321.62270 hartree
Max |F| ... 2.948 eV Å⁻¹
Charge ... +1
Kohn-Sham gap ... 8.220 eV
Energy relative to the best compared isomer or geometry (same formula, charge and spin) ... 0.263 eV

From a natural (NBO) analysis of the wavefunction, the atomic charges in e read: 2.272, -0.643, 0.385, -0.670, -0.663, -0.920, 2.609, -1.140, -1.149, -0.859, 0.303, -0.648, -0.635, -0.626, 0.240, 0.236, 0.225, 0.235, 0.234, 0.221, 0.232, 0.222, 0.243, 0.219, 0.234, 0.221, 0.222, 0.223, 0.230, 0.225, 0.227, 0.219, -0.729, 0.745, -0.749, -0.740, 0.261, 0.262, 0.267, 0.431, 0.436, -0.595, -0.230, -0.592, -0.950, 0.219, 0.210, 0.211, 0.187, 0.212, 0.201, 0.209, 0.248, 0.248, -0.269, -0.675, -0.108, 0.058, -0.156, 0.233, 0.214, 0.219


(3)
A gas-phase ion, C5H8N (charge +1), computed with ωB97M-V/def2-TZVPD.

The geometry in XYZ format:
```
14
Properties=species:S:1:pos:R:3
C 0.93983 0.13143 -0.10455
C 2.32829 0.14906 -0.00051
C -1.09386 -0.80948 -0.19032
C 0.28555 -1.28170 0.06082
C 0.07819 1.42486 -0.11566
N -1.26822 0.71542 0.03446
H 2.82240 1.04686 -0.26309
H 2.90259 -0.68977 0.05531
H -1.28194 -1.01503 -1.22871
H -1.79191 -1.33101 0.36672
H 0.65606 -2.12425 -0.22464
H 0.40996 2.10444 0.68953
H -2.04694 0.96247 -0.62481
H -1.51286 1.02869 0.95557
```

Summary:
DFT total energy ... -249.60325 hartree
Max |F| ... 10.799 eV Å⁻¹
Charge ... +1
Kohn-Sham gap (spin up / spin down) ... 6.584 / 8.539 eV
Energy relative to the best compared isomer or geometry (same formula, charge and spin) ... 6.038 eV

From a natural (NBO) analysis of the wavefunction, the atomic charges in e read: -0.171, -0.147, -0.279, -0.075, -0.021, -0.552, 0.207, 0.209, 0.242, 0.244, 0.208, 0.236, 0.457, 0.443